Record 1
Formula: C2H3CsFO2
Source: the Open Molecules 2025 dataset
Level of theory: the ωB97M-V functional and the def2-TZVPD basis

Values from the calculation:
gap between HOMO and LUMO (alpha / beta): 0.2096 / 0.2095 hartree
energy relative to the best compared isomer or geometry (same formula, charge and spin): 0.0 kcal per mole
spin multiplicity: 2
F_max: 1.42 eV/Å
charge: 0
E_tot: -9479.2397 eV
HOMO (alpha / beta): -0.2438 / -0.2438 Eh

CARTESIAN COORDINATES (ANGSTROEM)
Cs: -1.25 3.32 2.19
F: 1.90 1.84 1.82
O: 3.42 0.23 1.79
O: -0.15 0.24 1.95
C: 2.27 0.50 1.83
C: 1.05 -0.40 1.88
H: -2.51 -3.27 1.78
H: 1.24 -1.10 2.72
H: 1.14 -1.03 0.96

---

Record 2
Formula: C19H20N8OS
Source: the Open Molecules 2025 dataset
Level of theory: the ωB97M-V functional and the def2-TZVPD basis

Values from the calculation:
gap between HOMO and LUMO: 0.2861 hartree
SMILES: CCn1c(-c2cnc(C)nc2)nc2c(O[C@H]3CCN(c4nccs4)C3)ncnc21
F_max: 2.43 eV/Å
charge: 0
E_tot: -44831.3230 eV
HOMO: -0.2859 Eh

CARTESIAN COORDINATES (ANGSTROEM)
S: -5.98 4.45 -2.18
O: -0.58 1.37 -1.01
N: 1.94 -1.25 1.87
N: -3.49 3.49 -1.39
N: -5.28 3.49 0.06
N: -0.23 2.11 1.22
N: 3.38 -4.22 -1.72
N: 0.97 0.79 2.74
N: 1.05 -1.10 -0.21
N: 3.23 -5.20 0.42
C: 2.69 -1.69 3.03
C: 4.03 -6.49 -1.53
C: -4.81 3.76 -1.11
C: -1.24 2.60 -1.18
C: -7.18 4.19 -0.96
C: -2.57 2.86 -0.42
C: 3.57 -5.23 -0.88
C: -6.64 3.75 0.18
C: 0.69 0.01 0.52
C: -1.66 2.69 -2.66
C: 1.81 -1.81 0.60
C: 4.20 -1.57 2.85
C: 0.22 1.84 2.46
C: -0.03 1.18 0.25
C: 2.65 -4.12 0.90
C: 1.20 -0.09 1.80
C: 2.46 -3.01 0.09
C: -2.95 3.51 -2.75
C: 2.85 -3.10 -1.25
H: -7.23 3.54 1.09
H: 4.51 -1.98 1.87
H: 4.57 -7.18 -0.88
H: -2.97 1.95 -0.04
H: 2.43 -2.69 3.31
H: 2.74 -2.31 -1.96
H: -1.87 1.71 -3.04
H: 3.17 -6.99 -1.94
H: -2.40 3.52 0.43
H: -0.89 3.13 -3.22
H: 4.74 -2.11 3.65
H: 2.41 -1.03 3.91
H: 4.69 -6.20 -2.37
H: -3.65 3.08 -3.46
H: 2.27 -4.13 1.89
H: -0.57 3.43 -0.90
H: -8.19 4.41 -1.11
H: -2.67 4.52 -3.09
H: 0.11 2.59 3.21
H: 4.51 -0.51 2.91

---

Record 3
Formula: C22H23BrN5OPPtSe4
Source: the Open Molecules 2025 dataset
Level of theory: the ωB97M-V functional and the def2-TZVPD basis

Values from the calculation:
gap between HOMO and LUMO: 0.1979 hartree
energy relative to the best compared isomer or geometry (same formula, charge and spin): 0.0 kcal per mole
F_max: 1.80 eV/Å
charge: +2
E_tot: -376635.7809 eV
HOMO: -0.4724 Eh

CARTESIAN COORDINATES (ANGSTROEM)
Pt: -0.79 -1.38 -0.81
Br: -1.85 0.27 6.24
Se: 1.02 -2.89 -1.57
Se: -1.91 -4.90 -1.74
Se: -0.10 -4.24 -3.07
Se: -2.93 -2.95 -1.41
P: 1.02 0.17 0.37
O: -0.94 -2.39 0.92
N: 3.73 0.59 -0.23
N: -0.99 -0.32 -2.55
N: 2.81 1.86 1.62
N: 3.23 -0.51 1.88
N: -2.29 -0.13 -0.20
C: 1.88 -0.97 1.56
C: -1.72 1.14 -4.80
C: 4.11 -0.51 0.77
C: -2.50 1.25 -3.62
C: 3.22 0.79 2.54
C: 3.69 1.93 0.52
C: 1.40 1.77 1.25
C: -3.67 2.04 -3.54
C: -0.81 -2.38 3.23
C: -2.09 0.51 -2.50
C: -0.62 0.32 -4.81
C: 2.40 0.30 -0.87
C: -1.86 -0.49 2.14
C: -4.40 2.07 -2.39
C: -1.20 -1.75 2.04
C: -2.42 0.22 1.03
C: -1.62 -0.53 4.55
C: -2.05 0.10 3.42
C: -1.01 -1.79 4.46
C: -3.99 1.34 -1.25
C: -0.29 -0.41 -3.66
C: -2.83 0.60 -1.29
H: -0.34 -3.36 3.15
H: -2.97 1.13 1.25
H: 2.48 -0.64 -1.43
H: 1.91 -1.98 1.13
H: -2.01 1.69 -5.68
H: -0.02 0.21 -5.70
H: 2.54 0.77 3.39
H: 4.45 0.63 -0.96
H: -5.31 2.65 -2.33
H: 2.18 1.10 -1.58
H: 5.14 -0.29 1.08
H: 0.78 1.83 2.15
H: 3.38 2.69 -0.20
H: -0.70 -2.30 5.36
H: -2.55 1.05 3.49
H: 4.71 2.13 0.85
H: 4.23 1.02 2.90
H: 1.30 -1.03 2.48
H: 4.08 -1.46 0.23
H: 1.13 2.62 0.62
H: -4.59 1.34 -0.36
H: -3.98 2.61 -4.40
H: 0.54 -1.10 -3.65

---

Record 4
Formula: C33H27MoNO2Te4
Source: the Open Molecules 2025 dataset
Level of theory: the ωB97M-V functional and the def2-TZVPD basis

Values from the calculation:
gap between HOMO and LUMO (alpha / beta): 0.2137 / 0.2138 hartree
F_max: 1.52 eV/Å
charge: +2
E_tot: -71258.8742 eV
HOMO (alpha / beta): -0.4880 / -0.4881 Eh

CARTESIAN COORDINATES (ANGSTROEM)
Te: -5.43 -1.22 -2.65
Te: -2.97 -4.11 -0.56
Te: -1.21 -3.11 -2.41
Te: -3.98 -3.29 -2.99
Mo: -0.15 -0.84 -1.41
O: 1.32 -1.86 -1.24
O: -1.33 0.46 -1.36
N: -0.72 -1.29 0.60
C: -3.23 1.91 -2.74
C: 1.28 -2.85 0.85
C: -3.29 1.92 -1.36
C: 3.46 -2.77 -0.51
C: 2.19 -2.07 -0.10
C: -1.26 -1.61 3.31
C: -2.81 0.15 0.38
C: -0.16 -2.21 2.74
C: -4.19 2.60 -3.49
C: -1.39 2.29 0.22
C: 3.55 0.67 2.15
C: -0.72 3.24 -0.56
C: 2.47 -0.68 0.48
C: -2.23 1.25 -0.50
C: 3.75 -4.07 -0.09
C: -1.31 2.36 1.60
C: 3.30 -0.57 1.58
C: 2.99 1.82 1.60
C: 4.91 -4.70 -0.53
C: 5.48 -2.74 -1.82
C: 4.33 -2.11 -1.37
C: -4.31 2.62 -0.71
C: -0.56 3.36 2.21
C: 0.03 4.23 0.05
C: 1.90 0.48 -0.05
C: 0.10 -2.07 1.39
C: -5.21 3.28 -2.85
C: 0.12 4.29 1.44
C: -2.09 -0.86 2.51
C: 2.16 1.73 0.50
C: -5.27 3.29 -1.46
C: -1.81 -0.69 1.17
C: 5.77 -4.04 -1.39
H: -2.97 -0.38 2.92
H: 0.54 4.97 -0.56
H: -6.06 3.83 -0.95
H: -2.45 1.38 -3.25
H: 4.20 0.75 3.01
H: -0.51 3.41 3.29
H: 3.77 -1.46 2.00
H: 4.12 -1.10 -1.69
H: -3.38 -0.51 -0.28
H: 3.08 -4.61 0.57
H: 6.16 -2.23 -2.48
H: 0.69 5.07 1.91
H: 1.73 2.62 0.05
H: -3.52 0.58 1.08
H: 0.51 -2.82 3.33
H: -4.13 2.59 -4.57
H: -0.81 3.21 -1.64
H: 1.32 0.49 -0.98
H: -4.34 2.67 0.37
H: -1.85 1.65 2.22
H: -5.94 3.83 -3.43
H: 5.13 -5.71 -0.20
H: -1.47 -1.72 4.37
H: 1.86 -3.21 1.69
H: 6.67 -4.54 -1.74
H: 3.21 2.80 2.02
H: 0.91 -3.73 0.31

---

Record 5
Formula: C12H22N3OPb
Source: the Open Molecules 2025 dataset
Level of theory: the ωB97M-V functional and the def2-TZVPD basis

Values from the calculation:
gap between HOMO and LUMO: 0.3203 hartree
energy relative to the best compared isomer or geometry (same formula, charge and spin): 7.1 kcal per mole
F_max: 2.69 eV/Å
charge: +1
E_tot: -24558.5512 eV
HOMO: -0.4941 Eh

CARTESIAN COORDINATES (ANGSTROEM)
Pb: 13.78 18.21 -13.39
O: 11.86 17.73 -14.25
N: 13.14 20.40 -14.45
N: 11.79 19.29 -11.46
N: 9.37 13.30 -18.20
C: 12.11 20.65 -14.88
C: 10.67 19.05 -11.60
C: 9.25 18.74 -11.68
C: 9.86 14.12 -17.56
C: 10.80 20.91 -15.44
C: 10.81 21.70 -16.76
C: 8.34 19.83 -12.22
C: 10.30 15.21 -16.69
C: 10.37 14.35 -14.33
C: 9.61 15.25 -15.30
C: 11.90 21.28 -17.73
C: 6.91 19.32 -12.24
H: 11.39 15.22 -16.58
H: 6.16 20.03 -12.60
H: 9.17 17.75 -12.15
H: 10.41 13.32 -14.70
H: 11.41 14.67 -14.37
H: 12.00 21.96 -18.57
H: 10.00 16.12 -17.22
H: 9.93 16.26 -15.04
H: 6.57 18.98 -11.25
H: 8.34 20.71 -11.57
H: 8.91 18.60 -10.65
H: 10.92 17.67 -14.42
H: 8.60 20.31 -13.17
H: 6.72 18.49 -12.93
H: 10.90 22.78 -16.59
H: 10.08 21.30 -14.73
H: 9.84 21.58 -17.26
H: 10.53 19.88 -15.70
H: 8.55 15.06 -15.40
H: 12.87 21.30 -17.22
H: 9.91 14.27 -13.34
H: 11.85 20.21 -17.95

---

Record 6
Formula: C4H7INO
Source: the Open Molecules 2025 dataset
Level of theory: the ωB97M-V functional and the def2-TZVPD basis

Values from the calculation:
gap between HOMO and LUMO (alpha / beta): 0.2948 / 0.2949 hartree
energy relative to the best compared isomer or geometry (same formula, charge and spin): 63.8 kcal per mole
F_max: 2.57 eV/Å
charge: +1
E_tot: -15889.2211 eV
HOMO (alpha / beta): -0.4781 / -0.4782 Eh

CARTESIAN COORDINATES (ANGSTROEM)
I: -1.40 2.72 -0.01
O: -2.07 -1.80 -1.43
N: 0.33 0.28 0.28
C: -2.10 -0.71 -1.76
C: -0.62 0.85 -0.35
C: 0.81 -1.02 -0.14
C: 1.05 0.83 1.41
H: 0.49 -1.24 -1.15
H: 1.90 -1.03 -0.11
H: 1.95 1.34 1.08
H: 1.34 0.01 2.07
H: 0.43 1.53 1.97
H: -2.54 0.04 -2.40
H: 0.43 -1.79 0.53

---

Record 7
Formula: C45H55N8O5Zr
Source: the Open Molecules 2025 dataset
Level of theory: the ωB97M-V functional and the def2-TZVPD basis

Values from the calculation:
gap between HOMO and LUMO: 0.2758 hartree
energy relative to the best compared isomer or geometry (same formula, charge and spin): 11.4 kcal per mole
F_max: 0.78 eV/Å
charge: +1
E_tot: -70998.9086 eV
HOMO: -0.3798 Eh

CARTESIAN COORDINATES (ANGSTROEM)
Zr: 0.16 0.57 0.01
O: 4.41 0.83 1.08
O: 0.31 0.05 1.90
O: -2.55 -0.04 1.41
O: 2.02 1.37 0.14
O: -1.30 2.02 -0.26
N: 0.24 -0.58 -3.25
N: -0.70 2.37 -2.44
N: -1.48 -0.74 -1.01
N: 1.73 -1.13 -0.94
N: -1.22 -2.14 -1.10
N: 0.49 1.89 -1.91
N: -3.64 0.11 3.40
N: -2.96 2.01 2.28
C: 0.39 2.67 2.98
C: 3.40 -1.82 -4.74
C: -0.25 3.98 3.41
C: -3.78 -1.32 3.56
C: 0.02 0.17 3.22
C: -0.52 -2.78 2.16
C: -3.25 3.61 -2.90
C: 3.48 -2.05 -2.33
C: 1.56 2.24 -2.51
C: 1.51 -2.73 3.65
C: 3.99 2.04 -2.87
C: 4.35 1.23 -0.22
C: -0.50 1.59 5.09
C: -0.41 -0.22 -4.33
C: 5.25 1.74 -2.40
C: -5.33 2.67 -1.31
C: 0.12 -0.30 -5.62
C: 3.04 1.51 -0.69
C: 5.69 0.57 1.61
C: 1.38 -0.82 -5.77
C: -4.56 3.95 -3.20
C: -0.79 0.48 5.86
C: 2.43 -1.53 0.12
C: -1.59 2.40 -1.50
C: -3.46 -2.94 -0.54
C: 5.43 1.33 -1.07
C: 2.10 -1.23 -4.63
C: 1.49 -1.06 -3.37
C: 2.88 1.90 -2.03
C: 4.17 -2.47 -1.18
C: -0.22 -0.97 4.00
C: -2.91 -2.42 -2.93
C: -1.80 -4.34 -1.78
C: 3.63 -2.23 0.05
C: -5.60 3.48 -2.41
C: 0.02 -2.40 3.54
C: 2.23 -1.42 -2.17
C: 1.92 2.78 3.08
C: -0.07 1.46 3.78
C: -2.97 2.81 -1.80
C: -2.36 -2.94 -1.60
C: 4.05 -2.24 -3.63
C: -0.62 -0.78 5.32
C: -3.01 0.65 2.34
C: -4.01 2.34 -1.00
H: 1.71 -3.76 3.34
H: -4.68 -1.52 4.14
H: -2.12 -2.39 -3.69
H: 6.18 -0.26 1.09
H: 6.42 1.11 -0.72
H: -0.65 -3.87 2.11
H: -6.13 2.30 -0.70
H: -4.77 4.58 -4.05
H: -1.75 -0.34 -1.91
H: -1.48 -2.31 1.95
H: -3.80 1.70 -0.15
H: -6.62 3.74 -2.64
H: 2.10 -2.06 3.02
H: -3.71 -3.07 -3.29
H: -1.41 0.18 -4.18
H: -2.58 -5.02 -2.12
H: 1.87 -2.60 4.67
H: -2.43 3.97 -3.51
H: -1.00 -4.35 -2.52
H: -3.85 0.70 4.19
H: 5.54 0.30 2.65
H: -3.15 2.57 3.09
H: -2.93 -1.76 4.07
H: -3.07 -3.33 0.40
H: 3.84 -1.95 -5.72
H: 2.04 -1.23 1.09
H: 6.11 1.83 -3.05
H: -1.40 -4.72 -0.84
H: 2.20 3.00 4.11
H: -0.46 0.02 -6.47
H: -0.50 -3.02 4.27
H: 0.16 -2.51 1.36
H: 4.12 -2.53 0.97
H: -1.11 0.59 6.89
H: 1.83 -0.93 -6.75
H: 2.41 1.86 2.77
H: -1.34 3.93 3.41
H: 2.29 3.59 2.44
H: -3.34 -1.42 -2.84
H: 3.85 2.37 -3.89
H: 0.05 4.78 2.73
H: -0.81 -1.66 5.93
H: -2.24 -0.60 -0.34
H: -4.29 -3.58 -0.86
H: -2.42 2.41 1.53
H: -3.87 -1.95 -0.36
H: 5.02 -2.71 -3.70
H: 1.47 2.84 -3.42
H: 5.12 -2.97 -1.29
H: -3.89 -1.78 2.58
H: 0.07 4.28 4.41
H: -0.59 2.58 5.53
H: 0.12 2.52 1.93
H: 6.34 1.45 1.55
H: -0.45 -2.23 -1.76

---

Record 8
Formula: C11H9NOS
Source: the Open Molecules 2025 dataset
Level of theory: the ωB97M-V functional and the def2-TZVPD basis

Values from the calculation:
gap between HOMO and LUMO: 0.3070 hartree
energy relative to the best compared isomer or geometry (same formula, charge and spin): 37.7 kcal per mole
SMILES: O/C=C\C=C/c1nsc2ccccc12
F_max: 3.14 eV/Å
charge: 0
E_tot: -25923.6498 eV
HOMO: -0.2999 Eh

CARTESIAN COORDINATES (ANGSTROEM)
S: -1.35 1.30 1.66
O: 2.35 0.69 1.34
N: -0.16 1.55 0.58
C: 1.00 0.68 -1.35
C: -2.81 -1.19 1.31
C: -1.88 -0.21 0.94
C: -2.89 -2.36 0.54
C: -0.97 -0.47 -0.17
C: 2.63 1.91 0.84
C: -1.98 -2.63 -0.52
C: 2.10 1.43 -1.43
C: -0.03 0.64 -0.31
C: -1.03 -1.67 -0.91
C: 2.60 2.34 -0.42
H: 2.63 1.24 -2.30
H: 2.98 3.29 -0.50
H: -3.59 -3.11 1.00
H: 0.90 0.02 -2.13
H: -0.27 -1.70 -1.63
H: -2.17 -3.58 -0.91
H: 2.35 0.16 0.50
H: -3.37 -0.87 2.19
H: 2.98 2.53 1.69

---

Record 9
Formula: C7H12S
Source: the Open Molecules 2025 dataset
Level of theory: the ωB97M-V functional and the def2-TZVPD basis

Values from the calculation:
gap between HOMO and LUMO: 0.3240 hartree
energy relative to the best compared isomer or geometry (same formula, charge and spin): 123.8 kcal per mole
SMILES: C=C/C(C)=C(/C)CS
F_max: 6.94 eV/Å
charge: 0
E_tot: -18283.8635 eV
HOMO: -0.3011 Eh

CARTESIAN COORDINATES (ANGSTROEM)
S: 0.68 -2.52 -1.82
C: -0.22 0.78 0.25
C: 0.52 2.25 0.16
C: 0.47 -0.42 0.09
C: 0.06 -1.88 -0.24
C: -1.62 0.80 0.16
C: -2.84 0.14 0.53
C: 1.94 -0.40 0.27
H: 2.50 -1.33 0.49
H: -1.02 -1.96 -0.21
H: 0.16 -2.50 0.63
H: -1.83 1.48 -0.76
H: -2.85 -0.60 1.34
H: 0.36 2.89 1.02
H: 0.15 2.80 -0.65
H: -3.89 0.33 -0.25
H: 1.98 0.45 1.06
H: 1.46 2.27 -0.17
H: 2.19 0.16 -0.81
H: 1.79 -2.75 -1.08

---

Record 10
Formula: C20H54BO27
Source: the Open Molecules 2025 dataset
Level of theory: the ωB97M-V functional and the def2-TZVPD basis

Values from the calculation:
gap between HOMO and LUMO: 0.3629 hartree
energy relative to the best compared isomer or geometry (same formula, charge and spin): 0.0 kcal per mole
F_max: 1.71 eV/Å
charge: -1
E_tot: -77579.7153 eV
HOMO: -0.2901 Eh

CARTESIAN COORDINATES (ANGSTROEM)
O: 2.91 37.82 6.74
O: 5.94 34.80 8.66
O: 6.70 38.59 10.24
O: 11.17 41.75 9.91
O: 7.04 36.91 7.00
O: 6.05 45.02 14.12
O: 4.04 36.39 13.01
O: 5.70 33.08 10.89
O: 5.11 42.20 14.01
O: 4.88 43.24 6.06
O: 6.26 38.98 12.60
O: 6.14 37.73 14.46
O: 0.80 33.79 11.64
O: 6.43 40.18 15.76
O: 5.98 34.01 16.90
O: 10.45 36.19 9.97
O: 9.10 38.85 15.04
O: 4.65 37.81 11.35
O: 8.74 43.29 10.47
O: 7.24 39.47 8.24
O: 5.36 41.60 9.13
O: 7.85 34.87 14.52
O: 0.91 33.75 14.57
O: 0.55 37.30 8.47
O: 8.27 35.68 11.86
O: 2.15 41.92 9.73
O: 5.06 40.16 10.82
C: 5.78 38.01 13.34
C: 2.90 37.81 8.17
C: 5.87 35.35 9.98
C: 5.21 34.41 10.99
C: 7.73 40.46 16.23
C: 9.03 36.88 11.76
C: 4.74 37.23 12.52
C: 9.42 37.12 10.32
C: 8.99 42.54 9.27
C: 0.95 34.94 13.78
C: 6.64 39.48 9.27
C: 8.80 40.24 15.19
C: 5.61 40.56 9.69
C: 5.72 34.86 15.80
C: 1.61 34.63 12.45
C: 9.84 41.32 9.58
C: 6.11 42.75 13.17
C: 6.46 34.52 14.51
C: 1.86 36.81 8.68
C: 6.87 43.89 13.80
B: 5.67 38.89 11.25
H: 1.20 32.93 11.52
H: 3.89 37.52 8.53
H: 7.99 39.77 17.04
H: 6.47 36.33 7.55
H: 6.32 39.21 15.69
H: 9.90 36.88 12.42
H: 4.12 34.39 10.90
H: 5.97 35.05 13.70
H: 7.08 37.73 7.51
H: 8.38 44.12 10.13
H: 9.79 40.68 8.69
H: 5.41 34.85 11.98
H: 6.89 35.57 10.31
H: 2.03 35.82 8.25
H: 0.02 33.40 14.43
H: 4.30 42.47 6.14
H: 8.00 35.49 12.77
H: 5.40 33.24 16.83
H: 7.34 43.57 14.74
H: 0.37 37.32 7.53
H: 3.07 41.87 9.43
H: 2.21 41.92 10.69
H: 9.44 40.79 10.45
H: 2.56 34.13 12.67
H: 7.64 44.21 13.09
H: 6.36 33.43 14.39
H: 5.53 41.48 14.49
H: 11.24 41.71 10.86
H: 8.59 36.99 9.61
H: 1.94 35.50 11.88
H: 5.05 43.50 6.97
H: 8.07 42.26 8.75
H: 2.75 38.84 8.51
H: 8.36 37.69 12.09
H: 8.26 34.19 15.07
H: 5.63 43.06 12.24
H: 9.70 40.78 15.52
H: 6.61 45.66 14.55
H: 1.50 35.72 14.30
H: 8.70 40.64 14.17
H: 7.79 41.48 16.63
H: 5.37 36.31 9.84
H: 8.29 38.37 14.79
H: 6.35 33.93 8.75
H: 1.99 36.67 9.76
H: 9.57 43.18 8.59
H: 6.66 33.16 10.98
H: 4.65 34.92 15.56
H: 2.12 38.31 6.48
H: -0.05 35.34 13.61
H: 6.02 35.87 16.07
H: 9.78 38.13 10.12
H: 10.06 35.32 9.87
H: 6.86 42.00 12.89